No. 1
Entry from the Open Molecules 2025 dataset: a molecular structure, C4H10OS (ωB97M-V/def2-TZVPD).

```
16
Properties=species:S:1:pos:R:3
C 0.83528 -0.21749 0.25513
C 1.59529 -0.16461 1.33184
C 1.42797 -0.90644 -0.86565
C -0.61809 1.71850 -1.05857
O -2.77695 -1.15345 1.38403
S -1.12470 0.44070 0.10791
H -3.76195 -0.48973 0.96621
H 2.68200 -0.22125 1.01236
H 1.48336 0.13151 2.35827
H 2.37648 -1.36656 -0.47608
H 0.95676 -1.77263 -1.32149
H 1.66494 -0.14865 -1.67222
H -0.17180 2.57377 -0.62308
H 0.00795 1.20185 -1.77040
H -1.46383 1.86110 -1.66179
H -3.11271 -1.48662 2.03351
```

- Total charge: 0
- DFT total energy: -631.6485 Ha
- Highest occupied orbital energy: -8.327 eV

No. 2
Entry from the Open Molecules 2025 dataset: 2 unconnected molecules or ions with the total composition C4H10OS2 (ωB97M-V/def2-TZVPD).

```
17
Properties=species:S:1:pos:R:3
C 1.41914 -0.92426 1.58869
C 0.93796 -2.08674 1.08514
C 0.76438 -2.42376 -0.38578
O 0.59195 -3.09122 1.94736
H 1.80132 -0.08333 0.99055
H 1.55341 -0.77100 2.66302
H 0.91175 -1.50244 -0.97580
H 1.41260 -3.23016 -0.74720
H -0.26702 -2.75215 -0.65482
H -0.00519 -3.73070 1.53965
C -0.09219 3.26747 -0.94733
S 0.16326 1.49721 -0.59983
S -1.77321 0.87278 -0.88076
H -0.78233 3.32334 -1.79297
H 0.91769 3.60985 -1.21562
H -0.52136 3.82980 -0.11925
H -2.17305 1.12052 0.37859
```

- Total charge: 0
- DFT total energy: -1029.9831 Ha
- Highest occupied orbital energy: -8.557 eV

No. 3
Entry from the Open Molecules 2025 dataset: a molecular structure, C4H10OSi3 (ωB97M-V/def2-TZVPD).

```
18
Properties=species:S:1:pos:R:3
C -0.71525 -0.76653 -1.64625
C -0.98081 -0.15178 -0.45508
C -0.24568 0.85010 0.23757
C -1.97990 -0.75350 0.47106
O 0.74054 1.44326 -0.63767
Si 1.42127 -0.72071 0.85223
Si 2.24273 0.77434 -0.60643
Si -1.24371 2.39211 1.12385
H -1.35440 -1.50507 -2.07723
H 0.06829 -0.44769 -2.34321
H -1.39788 -0.74255 1.47719
H -2.01029 -1.81874 0.21935
H -2.92267 -0.33656 0.51917
H 0.69126 -1.89270 0.25638
H 1.61354 -0.87068 2.33153
H 3.43603 1.76452 -0.05322
H 2.83051 0.33949 -1.84244
H -0.19358 2.44271 2.17319
```

- Total charge: 0
- DFT total energy: -1101.9311 Ha
- Highest occupied orbital energy: -7.570 eV

No. 4
Entry from the Open Molecules 2025 dataset: a gas-phase ion, C4H10P (charge +1) (ωB97M-V/def2-TZVPD).

```
15
Properties=species:S:1:pos:R:3
C -1.04865 -1.21247 -0.32441
C -1.29951 -0.25435 0.89662
C 0.12717 1.51471 -1.28459
C 1.64647 -0.36435 0.75294
P 0.14072 0.14788 -0.05928
H -0.62175 -2.26667 0.05663
H -1.90751 -1.09912 -0.98200
H -2.11492 0.38975 0.85988
H -1.20766 -0.85212 1.86800
H 1.03341 1.96431 -1.21231
H -0.65493 2.24126 -1.02446
H -0.01371 1.30137 -2.33700
H 2.51696 -0.66392 0.16900
H 1.56367 -1.35637 1.28484
H 1.84025 0.51006 1.33613
```

- Total charge: +1
- DFT total energy: -499.4428 Ha
- Highest occupied orbital energy: -15.541 eV

No. 5
Entry from the Open Molecules 2025 dataset: C4H10P2 in the gas phase (ωB97M-V/def2-TZVPD).

```
16
Properties=species:S:1:pos:R:3
P -2.26661 0.37141 -0.47343
C -0.50062 -0.23286 -0.19655
P -0.59664 -2.10704 -0.41451
C 0.27782 0.34391 0.99320
C 1.47711 0.67075 0.07885
C 0.60360 0.35596 -1.09533
H -2.02431 1.65711 -0.88844
H -2.08469 0.69240 0.82888
H -1.45025 -2.29773 0.67773
H 0.45093 -2.55820 0.45049
H 0.58898 -0.47137 1.67595
H -0.20739 1.19756 1.43863
H 1.98569 1.65357 0.11035
H 2.29326 -0.02419 0.19881
H 0.38500 1.13490 -1.71812
H 1.06811 -0.38619 -1.66648
```

- Total charge: 0
- DFT total energy: -841.0097 Ha
- Highest occupied orbital energy: -9.513 eV

No. 6
Entry from the Open Molecules 2025 dataset: 2 unconnected molecules or ions with the total composition C4H10S (ωB97M-V/def2-TZVPD).

```
15
Properties=species:S:1:pos:R:3
C -2.11318 -2.29238 2.51545
C -1.76315 -3.04987 1.43184
H -2.13465 -2.72934 3.60165
H -2.23938 -1.22598 2.40292
H -2.05762 -4.13261 1.28615
H -1.29023 -2.66324 0.53199
C 2.03789 2.60062 -1.57213
C 0.93766 1.55500 -1.42787
S 0.72549 0.69183 0.11432
H 2.87958 2.39249 -2.32065
H 1.69398 3.63113 -1.75764
H 2.66143 2.61818 -0.53478
H 0.98961 0.78485 -2.24402
H -0.08209 2.03595 -1.58875
H -0.24534 -0.21662 -0.43847
```

- Total charge: 0
- DFT total energy: -556.4909 Ha
- Highest occupied orbital energy: -8.876 eV

no.,largest force on an atom (eV Å⁻¹),LUMO (Eh)
1,16.276,0.011
2,1.002,0.020
3,4.053,-0.040
4,3.296,-0.120
5,2.812,0.036
6,3.777,0.030